96
Properties=species:S:1:pos:R:3:forces:R:3 method="wB97M-V/def2-TZVPD" multiplicity=2 charge=+3 relative_energy_kcal_mol=75.2 orbital_gap_ev="6.56 / 3.37"
Pb -0.23789 -0.88562 0.01055 0.354 0.045 0.070
C -0.85095 -3.38050 3.88378 0.879 -0.667 2.288
C -1.40325 -1.98617 3.76807 -0.441 0.739 0.328
C -0.33701 -0.97576 4.02916 0.783 0.097 -0.760
C -2.63849 -1.80511 4.62556 -1.956 -0.634 0.551
O -1.75008 -1.73862 2.39400 1.300 0.021 0.739
Ge -2.97885 -2.26533 1.07214 -1.468 -0.318 -1.898
O -2.70584 -0.62388 -0.00759 0.430 -0.054 1.004
C -3.63842 0.51484 0.33139 0.220 -1.526 -0.753
C -5.05129 -0.13576 0.10485 1.695 -0.657 -0.208
C -3.58874 1.57569 -0.73310 0.706 1.734 1.187
C -3.26054 1.12781 1.67528 -1.294 1.155 -0.151
O -1.39299 -2.87828 -0.09332 0.472 0.674 0.995
C -1.21006 -4.18312 -0.63906 0.524 -1.019 -1.423
C -1.89051 -5.17145 0.25662 0.820 -1.466 1.872
C -1.99512 -4.09380 -1.99857 -0.145 -0.816 0.182
C 0.27601 -4.63835 -0.87150 -0.731 2.349 -0.760
H -0.59709 -3.65879 5.00983 -0.505 0.830 -2.387
H 0.03607 -3.35104 3.28662 0.710 -0.674 -0.277
H -1.54815 -4.09201 3.52024 -0.595 -0.802 -0.321
H -0.02024 -0.91717 5.03091 0.077 -0.092 1.497
H -0.63846 0.00739 3.71383 -0.247 0.480 -0.131
H 0.54217 -1.28289 3.47087 0.301 0.145 -0.294
H -2.68048 -2.30139 5.66809 0.635 0.758 -1.790
H -3.48119 -2.25707 4.03819 0.414 0.383 0.755
H -2.84074 -0.73227 4.72644 -0.108 -0.232 0.116
H -4.97224 -0.72818 -0.85145 -0.113 0.516 1.045
H -5.79152 0.60811 -0.05585 -0.791 0.622 0.204
H -5.30424 -0.80037 0.92076 -0.403 -0.099 0.148
H -4.00489 1.17294 -1.58467 -0.575 -0.733 -2.293
H -2.66012 2.13023 -0.94541 0.125 -0.740 0.193
H -4.27375 2.38794 -0.45596 -0.037 -0.221 0.192
H -2.83498 0.52273 2.46526 -0.163 -0.616 -0.052
H -4.22552 1.56040 2.02757 0.818 -0.024 0.228
H -2.55957 1.96764 1.51477 -0.254 -0.317 0.060
H -2.85632 -4.80520 0.51791 -0.909 0.131 0.315
H -1.32132 -5.42173 1.25027 -0.801 0.705 -1.820
H -2.06398 -6.13488 -0.23253 0.229 0.175 -0.043
H -2.91988 -3.57020 -1.74152 -0.295 -0.458 -0.245
H -2.21522 -5.17386 -2.35672 0.462 2.039 0.176
H -1.50242 -3.40707 -2.72725 -0.016 -0.964 0.345
H 0.79904 -4.48172 0.07835 0.238 -0.582 -0.271
H 0.73629 -3.98147 -1.66491 -0.294 -0.414 0.861
H 0.31121 -5.63339 -1.31531 -0.054 -0.119 0.622
Se 4.77175 -0.69017 -6.50802 -2.474 0.653 1.424
N 5.00177 -1.07976 -4.77963 0.606 0.237 0.107
C 3.90559 -0.96983 -4.10958 -1.905 -1.008 -0.724
C 3.74889 -1.33011 -2.68515 -2.909 0.280 -0.593
C 4.76213 -1.79113 -1.90940 1.158 -0.110 1.262
C 4.49971 -2.09296 -0.56459 0.905 -0.270 0.318
C 3.21980 -2.06512 -0.03612 -0.210 1.237 -1.474
N 2.18722 -1.65154 -0.80585 -0.001 0.243 -0.614
C 2.39930 -1.28012 -2.08380 1.415 -0.180 -0.117
C 1.23318 -0.82659 -2.88340 -0.706 0.560 -2.109
N 0.02835 -0.50012 -2.31207 0.693 -0.828 0.007
C -1.04975 -0.11235 -3.02797 0.203 -0.975 -0.284
C -0.96146 0.01957 -4.42126 0.648 -0.319 0.197
C 0.26570 -0.24148 -5.07596 -0.398 0.384 0.623
C 1.36767 -0.69379 -4.33023 -1.244 1.162 2.105
C 2.66828 -0.71095 -4.93107 3.308 0.853 -0.764
N 2.91881 -0.32925 -6.17093 0.987 -1.547 0.383
H 5.79852 -1.84436 -2.29537 -0.813 0.008 0.198
H 5.36433 -2.31066 0.06972 -0.480 -0.199 -0.113
H 2.96987 -2.19607 0.99847 0.214 -0.462 0.353
H -2.02178 -0.07944 -2.45668 1.202 0.382 -0.739
H -1.85965 0.30317 -4.94444 0.053 0.133 -0.299
H 0.48172 -0.01853 -6.13691 -0.606 -0.307 0.586
N 1.44479 1.43486 1.62479 0.128 0.114 0.801
C 2.03226 1.39174 2.63445 1.225 0.103 -1.994
C 3.19799 1.58032 3.40258 0.948 0.073 1.706
C 3.27545 1.14339 4.76401 0.248 1.539 -0.978
C 4.24395 1.66860 5.59681 1.301 0.356 -1.081
C 5.38556 2.35642 5.02562 -1.959 -1.410 -0.117
C 5.30821 2.75714 3.69190 1.263 0.522 -0.696
C 4.25536 2.41063 2.87756 -2.088 -0.845 0.095
H 2.54464 0.45267 5.08908 -0.755 -0.339 0.712
H 4.15287 1.55440 6.65818 0.347 -0.534 0.341
H 6.33248 2.36929 5.55013 -0.241 0.746 0.348
H 6.13220 3.35680 3.24300 -0.626 -0.660 0.439
H 4.11520 2.66616 1.83325 0.577 0.471 0.116
F -2.89038 7.16876 -2.98092 1.363 -0.506 -0.561
C -1.57943 7.01633 -3.28739 0.542 2.764 -1.863
F -1.41346 6.78290 -4.66487 -0.692 -0.025 2.474
F -0.99510 8.28013 -3.11158 -0.746 -2.287 0.206
C -0.93121 5.90776 -2.48333 -1.052 -0.090 0.102
C -1.54289 5.52109 -1.26647 -0.248 0.459 -0.004
C -1.18633 4.37986 -0.61073 2.620 0.086 -1.742
C -0.03317 3.62152 -1.11282 -2.823 0.630 1.222
C 0.49541 3.98742 -2.30937 2.332 0.394 -1.525
C 0.08032 5.16229 -3.00904 1.872 -1.360 -0.586
C 0.44502 2.59530 -0.27814 0.193 -0.529 0.072
C 0.78404 1.71011 0.50481 -0.106 1.106 0.287
H -2.27921 6.18620 -0.82085 -0.115 -0.274 -0.249
H -1.60651 4.11582 0.29740 -0.851 -0.429 1.616
H 1.39607 3.39929 -2.64710 -1.122 0.837 0.017
H 0.67749 5.43109 -3.92730 -1.177 -0.197 1.012